22
Properties=species:S:1:pos:R:3 method="wB97M-V/def2-TZVPD" energy_ha=-893.67255 gap_ev="6.8 / 7.5" spin_multiplicity=1 relative_energy_kcal_mol=64.5 lumo_ev="-0.95 / -0.46" homo_ev="-7.771 / -7.983"
C -1.9681 0.2239 1.2239
C 0.9403 2.1965 -0.0738
C 2.1186 1.5405 0.6392
C -1.2506 1.0355 0.3880
C 1.0474 0.6721 1.3081
C -0.1730 -1.2606 -0.3842
C 0.1499 -0.7037 -1.7259
C -1.1894 -2.3189 -0.2455
N -2.5673 -0.5880 1.7969
N 0.0403 1.4112 0.6293
O 0.7690 3.0649 -0.8787
S 1.0043 -1.1661 0.8822
H 2.8150 1.0083 -0.0058
H 2.6711 2.2078 1.2973
H -1.7424 1.5199 -0.4420
H 0.9944 0.6622 2.3962
H 0.7564 -1.4236 -2.2823
H 0.7243 0.2198 -1.6653
H -0.7589 -0.5267 -2.2999
H -0.7420 -3.2611 0.0689
H -1.7293 -2.4595 -1.1780
H -1.9100 -2.0543 0.5514



57
Properties=species:S:1:pos:R:3 method="wB97M-V/def2-TZVPD" energy_ha=-1853.33041 gap_ev=10.7 spin_multiplicity=1 relative_energy_kcal_mol=2.3 lumo_ev=0.70 homo_ev=-10.014 smiles="CCOC(=O)C(C(=O)OCC)[C@@H]1CS(=O)(=O)C[C@H]1C(C(=O)OCC)C(=O)OCC"
C 5.2682 -2.0581 -0.9953
C 3.9087 -1.5927 -1.4790
O 2.9769 -1.7223 -0.3987
C 1.7105 -1.4349 -0.6673
O 1.3123 -1.1071 -1.7539
C 0.8682 -1.5782 0.5935
C -0.0993 -2.7548 0.4790
O -0.8394 -2.9484 -0.4473
O -0.0083 -3.5108 1.5620
C -0.9338 -4.6002 1.6906
C -0.5723 -5.7670 0.7851
C 0.0972 -0.2714 0.9008
C -0.5766 -0.3582 2.2586
S -2.3367 -0.6608 1.9197
O -3.1381 0.3631 2.5387
O -2.6787 -2.0228 2.2387
C -2.3118 -0.4358 0.1159
C -0.9221 0.0764 -0.2183
C -0.9594 1.5968 -0.5107
C 0.3861 2.0784 -1.0372
O 1.4440 1.9806 -0.4733
O 0.2328 2.6248 -2.2355
C 1.4228 3.0778 -2.8918
C 1.0262 3.7340 -4.1999
C -1.3786 2.3690 0.7381
O -0.6831 2.5515 1.7004
O -2.6290 2.7845 0.6036
C -3.2408 3.4226 1.7342
C -2.7366 4.8435 1.9309
H 5.5919 -1.4520 -0.1539
H 5.2184 -3.0961 -0.6782
H 5.9922 -1.9664 -1.7996
H 3.5532 -2.1922 -2.3241
H 3.9324 -0.5423 -1.7886
H 1.5538 -1.7874 1.4186
H -0.8725 -4.8813 2.7430
H -1.9364 -4.2219 1.4729
H -1.2607 -6.5874 0.9656
H -0.6457 -5.4702 -0.2579
H 0.4418 -6.1043 0.9881
H 0.8429 0.5294 0.9242
H -0.5180 0.5774 2.8052
H -0.2179 -1.1814 2.8678
H -2.5068 -1.4080 -0.3249
H -3.1025 0.2642 -0.1337
H -0.5760 -0.4062 -1.1374
H -1.7007 1.7884 -1.2905
H 1.9450 3.7776 -2.2303
H 2.0731 2.2125 -3.0593
H 0.3710 4.5801 -4.0119
H 0.5023 3.0209 -4.8300
H 1.9153 4.0811 -4.7178
H -4.3075 3.4085 1.5053
H -3.0501 2.8059 2.6169
H -2.8947 5.4300 1.0284
H -3.2773 5.3052 2.7519
H -1.6761 4.8367 2.1686



123
Properties=species:S:1:pos:R:3 method="wB97M-V/def2-TZVPD" energy_ha=-18543.33809 gap_ev=9.4 spin_multiplicity=1 relative_energy_kcal_mol=28.6 lumo_ev=0.00 homo_ev=-9.358 smiles="C[C@H]1COC(=O)O1.C[C@H]1COC(=O)O1.C[C@H]1COC(=O)O1.COC(=O)OC.COC(=O)OC.COC(=O)OC.COC(=O)OC.COC(=O)OC.BrCCBr.BrCCBr.BrCCBr"
C 1.4542 -1.1242 0.5040
C 0.7064 0.0982 -0.0083
C -0.7590 -0.1457 -0.1738
O -1.3264 1.0945 0.3344
C -0.3575 1.8210 0.9389
O -0.5567 2.8842 1.4535
O 0.7555 1.0981 1.0286
H 1.2320 -2.0178 -0.0839
H 1.2847 -1.3475 1.5561
H 2.5298 -0.9809 0.3723
H 1.1993 0.5276 -0.8815
H -1.1508 -0.9269 0.4689
H -1.0326 -0.3079 -1.2148
C 7.1894 -4.1249 -2.3198
C 6.0298 -3.1747 -1.9742
C 4.7265 -3.9143 -1.6521
O 4.2458 -3.2614 -0.4642
C 5.2725 -2.5544 0.0906
O 5.2482 -2.0454 1.1661
O 6.3150 -2.4950 -0.7438
H 6.9611 -4.6474 -3.2456
H 7.3676 -4.7617 -1.4565
H 8.0693 -3.5011 -2.4760
H 5.8369 -2.3911 -2.7058
H 4.9079 -4.9768 -1.4932
H 3.9917 -3.6914 -2.4220
C -2.0452 1.0472 4.7392
C -2.6428 2.3610 5.2357
C -2.1316 3.5281 4.3866
O -3.2709 4.1273 3.7983
C -4.3657 3.5193 4.2504
O -5.4669 3.8996 4.0056
O -4.0552 2.3935 4.9412
H -2.5693 0.1678 5.1251
H -1.0153 0.9415 5.0845
H -2.0815 0.9163 3.6571
H -2.4851 2.4585 6.3076
H -1.3564 3.2984 3.6536
H -1.6460 4.3181 4.9746
C -4.1491 0.8387 -1.3598
O -5.1522 1.3343 -2.2227
C -6.3676 0.8214 -2.1712
O -6.7102 -0.0923 -1.4596
O -7.1255 1.4382 -3.0711
C -8.4599 0.9270 -3.2019
H -3.6429 1.6970 -0.9222
H -3.4187 0.2078 -1.8696
H -4.5351 0.2099 -0.5591
H -8.8959 0.9765 -2.2029
H -8.4872 -0.0839 -3.5974
H -8.9970 1.6403 -3.8194
C 3.9587 1.2770 -3.9099
O 2.8081 0.5253 -3.5876
C 2.8463 -0.7998 -3.6044
O 3.8347 -1.4497 -3.8654
O 1.6988 -1.2409 -3.1443
C 1.3434 -2.6163 -3.2011
H 4.1736 1.1951 -4.9769
H 4.8287 0.9224 -3.3542
H 3.8271 2.3257 -3.6578
H 0.2912 -2.7341 -2.9750
H 1.8962 -3.1193 -2.4088
H 1.6368 -3.0883 -4.1348
C 2.9411 -4.0121 2.7645
O 2.4075 -4.0405 4.0862
C 3.1781 -4.6586 4.9637
O 4.3106 -5.0154 4.8097
O 2.5029 -4.7875 6.1123
C 3.2060 -5.2222 7.2511
H 3.5614 -3.1190 2.6633
H 2.2153 -3.9296 1.9595
H 3.6084 -4.8396 2.5330
H 2.7658 -4.7341 8.1157
H 4.2571 -4.9200 7.2136
H 3.2446 -6.3073 7.3513
C 4.3164 8.6720 -0.0318
O 3.4881 7.8429 0.7500
C 3.0300 6.7359 0.1996
O 3.2858 6.4003 -0.9210
O 2.3532 6.0391 1.0773
C 1.7136 4.8634 0.6133
H 4.5790 9.5650 0.5306
H 3.7218 9.0603 -0.8657
H 5.1951 8.1465 -0.4005
H 1.2677 4.8818 -0.3785
H 0.9913 4.5497 1.3571
H 2.4747 4.0729 0.6229
C -5.5496 -3.2976 -0.1499
O -4.6927 -3.5792 0.9386
C -3.6594 -2.8014 1.1589
O -3.4440 -1.7874 0.5258
O -2.9407 -3.2887 2.1554
C -1.8937 -2.4980 2.6973
H -6.3396 -4.0437 -0.2133
H -4.9883 -3.2962 -1.0833
H -6.0807 -2.3597 0.0225
H -1.4499 -3.0536 3.5160
H -2.2753 -1.5381 3.0551
H -1.1883 -2.2875 1.8917
Br -1.3239 0.0738 -4.0758
C -0.2081 1.3924 -5.0346
C -0.4825 2.7390 -4.4309
Br 0.1918 2.9279 -2.6065
H -0.6134 1.4644 -6.0424
H 0.8419 1.1298 -4.9844
H -1.5423 2.9885 -4.4057
H -0.0879 3.5404 -5.0596
Br -1.2037 6.1770 1.7525
C -2.7567 5.4689 0.7183
C -3.0807 6.4686 -0.3716
Br -1.5973 6.4372 -1.6557
H -3.5226 5.2561 1.4619
H -2.3799 4.4999 0.3980
H -3.0829 7.4710 0.0461
H -4.0315 6.2906 -0.8671
Br 0.2264 -5.6194 -4.0728
C -0.9774 -6.2522 -2.6358
C -1.1825 -5.1270 -1.6539
Br 0.4245 -4.7108 -0.6455
H -0.5362 -7.1039 -2.1255
H -1.9362 -6.5459 -3.0560
H -1.9358 -5.3977 -0.9132
H -1.5279 -4.2029 -2.1117



99
Properties=species:S:1:pos:R:3 method="wB97M-V/def2-TZVPD" energy_ha=-2055.24454 gap_ev=7.3 spin_multiplicity=1 charge=+1 lumo_ev=-4.76 homo_ev=-12.067
C -4.8976 -4.0523 4.0080
C -4.2412 -3.4860 2.6157
O -2.7710 -3.7652 2.5040
C -2.2118 -2.7059 1.6000
C -1.0029 -3.3320 0.6655
O -1.5296 -3.6133 -0.6787
C -1.1387 -2.5901 -1.6614
C -1.7166 -1.0855 -1.3710
C -3.3618 -0.8862 -1.5981
C -4.3092 -2.1568 -2.1178
C -4.3230 -2.2684 -3.7860
O -4.1707 -1.1753 -4.5376
C -3.9506 0.6107 -1.2834
C -5.5667 0.8696 -1.4740
C -5.9437 2.0518 -2.5520
C -5.2229 2.3156 -4.0007
N -6.9974 2.8930 -2.1974
C -2.9743 1.8706 -0.7735
N -3.6903 3.1605 -0.4878
C -3.2656 4.3144 -1.3521
C -3.8121 3.4924 0.9740
C -3.0831 2.6981 2.2207
O -4.5523 4.5734 1.3029
N -1.4798 1.6008 -0.6086
C -0.5410 2.7015 -0.1563
C 0.1602 3.4133 -1.4980
C 0.8561 4.8129 -0.9023
C 0.1228 6.1194 -1.5848
O -0.3665 7.1073 -0.8264
O -0.0537 6.2287 -3.0491
C -0.8365 0.2251 -0.8894
C 0.7981 -0.0589 -0.6827
O 1.0511 -0.3381 0.7702
C 2.4360 -0.7871 0.9818
C 3.3648 0.2599 1.8601
H -5.3584 -5.1378 3.8688
H -4.1583 -4.0254 4.9171
H -5.8220 -3.3502 4.2600
H -4.7772 -3.9914 1.7000
H -4.4575 -2.3228 2.5828
H -3.0983 -2.4526 0.8419
H -1.8685 -1.7733 2.2201
H -0.7477 -4.3941 1.1472
H -0.0041 -2.7232 0.6929
H -1.6188 -2.9339 -2.6992
H 0.0186 -2.6678 -1.8062
H -3.8704 -3.2075 -1.7588
H -5.4045 -2.1171 -1.6636
H -4.4276 -3.3735 -4.2215
H -5.9742 1.1778 -0.3967
H -6.1789 -0.0827 -1.7846
H -5.8999 1.8443 -4.8466
H -4.0969 2.0014 -4.0631
H -5.2503 3.4931 -4.1769
H -7.3625 2.6373 -1.2532
H -2.8125 3.8504 -2.3545
H -2.3662 4.9201 -0.8678
H -4.1650 5.0027 -1.6804
H -2.8772 1.5644 2.0006
H -3.7688 2.7713 3.1883
H -2.0183 3.2000 2.3829
H -1.0951 3.6069 0.3901
H 0.2768 2.3407 0.6312
H 1.0434 2.7868 -1.9402
H -0.6340 3.7288 -2.3075
H 2.0160 4.8668 -1.1412
H 0.7892 4.8411 0.2893
H -0.9899 5.9282 -3.2444
H 1.2111 -0.8958 -1.3893
H 1.4511 0.9090 -0.9138
H 2.4229 -1.8604 1.4947
H 2.9806 -0.8973 -0.0687
H 2.6768 1.0546 2.3763
H 4.0512 -0.3251 2.6423
H 4.1366 0.8155 1.1398
C 7.4322 -0.1415 4.1210
C 7.6199 -0.0063 2.6183
C 9.0436 0.3995 2.2719
O 6.7142 0.9725 2.1153
H 7.6237 0.8114 4.6271
H 6.3999 -0.4219 4.3561
H 8.1042 -0.8988 4.5363
H 7.3792 -0.9570 2.1303
H 9.2922 1.3715 2.7124
H 9.1608 0.5050 1.1880
H 9.7640 -0.3416 2.6316
H 6.9206 1.8200 2.5431
C 4.9875 -4.9677 -0.0301
C 4.6259 -3.7004 -0.7882
C 5.6005 -3.4375 -1.9252
O 4.6377 -2.5933 0.1094
H 5.9843 -4.8855 0.4176
H 4.2849 -5.1375 0.7927
H 4.9718 -5.8405 -0.6901
H 3.6095 -3.7876 -1.1875
H 6.6189 -3.3011 -1.5447
H 5.3351 -2.5158 -2.4541
H 5.6032 -4.2644 -2.6420
H 5.5364 -2.5083 0.4688